(1)
{
  "formula": "C4H9O2",
  "method": "ωB97M-V/def2-TZVPD",
  "e_homo_ha": -0.1342,
  "molar_mass_g_mol": 89.114,
  "spin_multiplicity": 1,
  "energy_ha": -308.3292,
  "charge": -1,
  "de_lowest_kcal_mol": 9.8,
  "symbols": ["C", "C", "H", "H", "H", "H", "H", "H", "C", "C", "O", "O", "H", "H", "H"],
  "positions_angstrom": [[1.093, -1.476, -0.204], [0.020, -2.082, 0.712], [0.669, -0.607, -0.707], [2.038, -1.132, 0.214], [1.366, -2.199, -0.978], [0.361, -2.169, 1.743], [-0.199, -3.093, 0.371], [-0.924, -1.543, 0.674], [-0.771, 1.754, -0.902], [-0.473, 2.361, 0.599], [-0.869, 1.712, 1.573], [0.110, 3.460, 0.501], [0.221, 1.802, -1.344], [-1.429, 2.451, -1.415], [-1.212, 0.761, -0.839]]
}

=====

(2)
{
  "formula": "C4H9O2",
  "method": "ωB97M-V/def2-TZVPD",
  "e_homo_ha": -0.1401,
  "molar_mass_g_mol": 89.114,
  "spin_multiplicity": 1,
  "energy_ha": -308.2900,
  "charge": -1,
  "de_lowest_kcal_mol": 34.5,
  "symbols": ["C", "C", "H", "H", "H", "H", "H", "H", "C", "C", "O", "O", "H", "H", "H"],
  "positions_angstrom": [[-1.262, -1.626, 0.346], [-1.413, -0.739, -0.920], [-0.775, -1.143, 1.106], [-2.210, -1.989, 0.687], [-0.716, -2.513, -0.044], [-1.756, 0.123, -0.673], [-2.016, -1.086, -1.807], [-0.515, -0.455, -1.388], [1.630, 1.059, -0.142], [1.468, 1.844, 1.188], [0.983, 2.903, 0.918], [1.602, 1.246, 2.340], [2.601, 0.611, -0.295], [1.357, 1.686, -1.022], [1.022, 0.081, -0.295]]
}

=====

(3)
{
  "formula": "C4H9O2",
  "method": "ωB97M-V/def2-TZVPD",
  "e_homo_ha": -0.1340,
  "molar_mass_g_mol": 89.114,
  "spin_multiplicity": 1,
  "energy_ha": -308.2972,
  "charge": -1,
  "de_lowest_kcal_mol": 29.9,
  "symbols": ["C", "C", "O", "O", "H", "H", "H", "C", "C", "H", "H", "H", "H", "H", "H"],
  "positions_angstrom": [[-0.773, 1.464, 0.496], [-1.899, 0.453, -0.188], [-2.026, -0.784, 0.074], [-2.457, 1.106, -1.053], [0.200, 1.060, 0.414], [-1.057, 1.774, 1.587], [-0.648, 2.234, -0.288], [2.657, -0.812, 0.899], [3.229, -1.258, -0.426], [2.992, -1.549, 1.717], [3.001, 0.183, 1.101], [1.610, -1.031, 0.925], [4.316, -1.355, -0.361], [3.120, -0.700, -1.362], [3.045, -2.275, -0.588]]
}

=====

(4)
{
  "formula": "C4H9O2",
  "method": "ωB97M-V/def2-TZVPD",
  "e_homo_ha": -0.1331,
  "molar_mass_g_mol": 89.114,
  "spin_multiplicity": 1,
  "energy_ha": -308.1039,
  "charge": -1,
  "de_lowest_kcal_mol": 151.2,
  "symbols": ["C", "C", "C", "O", "C", "O", "H", "H", "H", "H", "H", "H", "H", "H", "H"],
  "positions_angstrom": [[0.119, 0.286, 0.573], [-1.367, 0.307, 0.340], [-1.707, -0.886, -0.607], [-1.249, -2.027, -0.095], [0.927, 0.234, -0.586], [3.283, 0.767, 0.748], [0.485, -0.834, 0.008], [0.529, 0.546, 1.540], [-1.911, 0.102, 1.268], [-1.737, 1.264, -0.055], [-1.235, -0.594, -1.587], [-2.804, -0.854, -0.815], [2.006, 0.359, -0.420], [0.498, 0.776, -1.421], [4.164, 0.555, 1.109]]
}